Record 1
C4H9NO | ωB97M-V/def2-TZVPD

The geometry in ORCA input format:
```
! RIJCOSX wB97M-V def2-TZVPD def2/J DEFGRID3
* xyz 0 1
O 0.098 -2.581 -1.461
N -0.393 0.073 1.557
C -0.388 0.947 0.442
C 0.694 1.804 0.364
C -1.304 0.853 -0.788
C 0.533 -0.815 1.583
H -2.266 0.266 -0.574
H -0.664 0.535 -1.586
H 0.531 -1.408 2.454
H 1.275 -1.183 0.905
H 0.733 2.702 -0.200
H -1.603 1.862 -1.086
H 1.472 1.779 1.053
H 0.313 -1.774 -1.109
H 0.969 -3.059 -1.555
*
```

The calculation puts the HOMO-LUMO gap at 0.35301 Ha. Its energy above the lowest of the compared OMol25 structures with the same formula, charge and spin is 309.99 kJ/mol. The total energy comes out at -287.714383 Ha. Its largest force on an atom is 4.3 eV/A. As for the lowest unoccupied orbital energy: 0.8 eV. The SMILES is C=NC(=C)C.O.

Record 2
C4H9NO | ωB97M-V/def2-TZVPD

The geometry in ORCA input format:
```
! RIJCOSX wB97M-V def2-TZVPD def2/J DEFGRID3
* xyz 0 1
O 1.770 -0.814 0.417
N -1.087 -1.407 -0.842
C 1.699 1.476 0.023
C -1.926 -0.337 -0.600
C -1.892 0.613 0.335
C 1.256 0.226 0.744
H 0.801 0.418 1.729
H 1.975 1.348 -1.019
H -0.480 -1.653 -0.064
H 0.976 2.296 0.056
H 2.577 1.793 0.596
H -1.003 0.758 0.933
H -2.772 -0.292 -1.292
H -2.673 1.355 0.363
H -0.554 -1.511 -1.684
*
```

The calculation puts the HOMO-LUMO gap at 0.35195 Ha. Its energy above the lowest of the compared OMol25 structures with the same formula, charge and spin is 232.74 kJ/mol. The total energy comes out at -287.743805 Ha. Its largest force on an atom is 2.8 eV/A. As for the lowest unoccupied orbital energy: 1.0 eV. The SMILES is C=CN.CC=O.

Question: Look up the lowest unoccupied orbital energy of the second one.
Answer: 1.0 eV

Question: What is the lowest unoccupied orbital energy in the first record?
Answer: 0.8 eV

Question: The highest lowest unoccupied orbital energy belongs to which entry?
Answer: number 2